{"formula": "C12H26NO2P2Pt", "method": "ωB97M-V with the def2-TZVPD basis set", "multiplicity": 3, "total_charge": 1, "molar_mass_g_mol": 473.4, "homo_energy_ev": [-9.31, -11.56], "elements": ["Pt", "P", "C", "C", "N", "C", "C", "C", "C", "C", "P", "H", "H", "H", "H", "H", "H", "H", "H", "O", "H", "H", "O", "H", "C", "H", "H", "H", "C", "H", "H", "H", "C", "H", "H", "H", "C", "H", "H", "H", "C", "H", "H", "H"], "xyz": [[0.05962, 0.01197, 1.05616], [-2.17560, -0.02767, 0.67503], [-2.10260, 0.42594, -1.09904], [-0.86108, 1.15043, -1.52158], [0.27161, 0.91760, -0.80137], [1.49697, 1.30884, -1.17289], [1.62917, 2.09915, -2.30843], [0.49008, 2.38075, -3.07111], [-0.73490, 1.89119, -2.68060], [2.67016, 0.89430, -0.29811], [2.24656, -0.52106, 0.81772], [-1.62528, 2.01401, -3.28575], [2.61345, 2.46445, -2.54838], [0.59609, 2.97670, -3.95840], [3.54014, 0.59259, -0.90225], [2.96016, 1.73634, 0.35938], [-2.10568, -0.52351, -1.65483], [-3.01288, 0.92300, -1.44300], [-1.00683, -2.29205, -1.50717], [-1.28922, -1.99539, -2.37376], [-2.15756, -2.39946, -2.50760], [-0.18430, -2.53979, 0.87796], [-0.63041, -2.93637, 0.11806], [-0.26105, -3.83660, 0.22211], [2.58155, -2.00794, -0.14942], [3.54114, -1.88435, -0.66790], [2.64413, -2.85685, 0.54374], [1.78332, -2.18511, -0.88245], [3.30282, -0.51269, 2.26648], [3.08454, -1.42894, 2.83242], [4.35467, -0.50716, 1.95066], [3.08311, 0.36291, 2.88974], [-3.00313, 1.33975, 1.50914], [-3.92441, 1.57546, 0.95722], [-3.24127, 1.02703, 2.53892], [-2.33973, 2.21431, 1.53214], [-3.19609, -1.49719, 0.90990], [-3.44292, -1.57457, 1.98062], [-4.12523, -1.41731, 0.32419], [-2.63272, -2.39197, 0.60547], [0.26330, 1.58806, 2.36285], [-0.56411, 1.49825, 3.07712], [0.13199, 2.40825, 1.63922], [1.27243, 1.53472, 2.78776]], "mulliken_charge": [1.1453, 0.6379, -1.0546, 0.5066, -0.4383, 0.5773, -0.8815, -0.4913, -0.7585, -1.1734, 0.4227, 0.4982, 0.5392, 0.4428, 0.5988, 0.3678, 0.1018, 0.6491, 0.3744, -0.6667, 0.3502, 0.1678, -0.6301, 0.3155, -1.1143, 0.4330, 0.3792, 0.2528, -1.1689, 0.3298, 0.4026, 0.3629, -1.2621, 0.4231, 0.3676, 0.3546, -1.0937, 0.3913, 0.3840, 0.2858, -1.3619, 0.3669, 0.3662, 0.3002]}